Entry 1:
# CHLiO2Tl

A molecular structure, CHLiO2Tl at a distorted geometry (ωB97M-V/def2-TZVPD, OMol25).

Positions of all 6 atoms, in Å:
O: -1.427 -0.611 -0.364
C: -0.161 -0.608 -0.182
O: 0.383 0.217 0.704
Tl: -1.727 1.025 1.089
H: 1.004 -1.055 -0.932
Li: 1.928 1.032 -0.315

E_HOMO (spin up / spin down) in eV: -4.24 / -9.47
<S²>: 0.75
Multiplicity: 2

=====

Entry 2:
# CHMgNaO

A molecular structure, CHMgNaO at a distorted geometry (ωB97M-V/def2-TZVPD, OMol25).

Positions of all 5 atoms, in Å:
H: 0.710 -0.345 0.061
Mg: 2.053 0.952 1.214
O: -1.208 0.144 -0.932
C: -0.265 0.553 -1.497
Na: -1.290 -1.303 1.154

E_HOMO (spin up / spin down) in eV: -4.78 / -4.78

=====

Entry 3:
# CHN2O3

A gas-phase ion, CHN2O3 (charge -1) at a distorted geometry (ωB97M-V/def2-TZVPD, OMol25).

Positions of all 7 atoms, in Å:
O: 1.359 -1.388 -1.140
C: 0.882 -0.714 0.178
O: 1.469 -0.628 1.246
N: -0.465 -0.266 0.064
N: -0.752 1.121 0.260
O: -0.652 0.530 -1.079
H: -1.839 1.344 0.471

E_HOMO in eV: -3.83
Total charge: -1
SMILES string: O=C([O-])n1[nH]o1

=====

Entry 4:
# CHN2O3P

A gas-phase ion, CHN2O3P (charge -2) at a distorted geometry (ωB97M-V/def2-TZVPD, OMol25).

Positions of all 8 atoms, in Å:
O: 1.230 1.552 0.921
P: 0.175 0.440 1.011
O: -1.260 0.917 1.362
O: 0.704 -0.731 1.864
C: 0.064 -0.168 -0.836
N: -0.868 -1.505 -1.485
N: -1.046 -0.296 -1.681
H: 1.001 -0.209 -1.157

E_HOMO in eV: 0.84
Total charge: -2
SMILES string: O=P([O-])([O-])C1N=N1

=====

Entry 5:
# CHN2O5

2 unconnected molecules or ions with the total composition CHN2O5 at a distorted geometry (ωB97M-V/def2-TZVPD, OMol25).

Positions of all 9 atoms, in Å:
C: -1.888 -0.994 1.016
N: 0.338 0.008 -0.985
N: 0.794 0.365 0.140
O: -2.458 0.004 1.077
O: 0.205 -0.081 1.160
O: -1.572 -2.100 0.995
O: 1.793 1.129 0.229
O: 1.049 0.566 -2.048
H: 1.739 1.102 -1.583

E_HOMO in eV: -4.03
Total charge: -1

=====

Entry 6:
# CHN2OS

A gas-phase ion, CHN2OS (charge -1) at a distorted geometry (ωB97M-V/def2-TZVPD, OMol25).

Positions of all 6 atoms, in Å:
N: 0.586 -1.625 1.411
C: 0.327 -0.679 0.774
N: 0.062 0.325 0.007
O: 0.451 1.539 1.012
S: -1.215 0.244 -1.095
H: -0.209 0.197 -2.109

E_HOMO in eV: -3.44
Total charge: -1
SMILES string: N#CN([O-])S

=====

The records above yield ΔE to the lowest compared entry with this formula, charge and spin values of 25.5 0.0 386.6 390.5 0.0 270.3 kJ/mol, respectively.